Formula: C10H13N2
Source: the OMol25 dataset
Level of theory: wB97M-V/def2-TZVPD

Last column: natural (NBO) charge in e.
Geometry (Å):
C 0.956 -1.969 -2.057  -0.201
C 1.954 -2.484 -1.348  -0.193
C 0.465 -0.656 -1.981  -0.200
C 2.382 -1.749 -0.295  -0.284
C 0.964 0.155 -0.918  -0.184
C 1.861 -0.500 -0.224  0.157
C 0.257 1.537 -0.735  -0.421
C -0.132 1.776 0.717  -0.239
C -0.452 -0.252 2.101  0.246
C -2.268 0.724 0.599  -0.421
N -0.879 0.938 2.740  -0.390
N -1.007 0.786 1.302  -0.128
H 0.547 -2.621 -2.842  0.227
H 2.367 -3.487 -1.343  0.240
H -0.252 -0.326 -2.742  0.230
H 2.979 -2.103 0.470  0.237
H 1.043 2.275 -0.993  0.269
H -0.705 1.604 -1.384  0.219
H 0.843 1.723 1.221  0.252
H -0.507 2.833 0.833  0.247
H -1.028 -1.141 2.030  0.198
H -2.118 0.456 -0.439  0.264
H -2.734 -0.121 1.206  0.222
H -2.812 1.673 0.807  0.253
H -1.725 0.931 3.278  0.401

Computed properties:
E_tot ... -13546.580 eV
Energy relative to the best compared isomer or geometry (same formula, charge and spin) ... 201.87 kcal/mol
Charge ... +1
Highest occupied orbital energy (alpha / beta) ... -11.82 / -12.57 eV
Kohn-Sham gap (alpha / beta) ... 6.3 / 9.1 eV